1.
A structure of composition C35H32BrCsN16O3S2, computed with ωB97M-V with the def2-TZVPD basis set.

Each line ends with the Löwdin charge.
Element x y z (Å)
Cs (1.4090, 0.6680, -0.8134)  0.91
C (-2.7501, -1.0463, -3.6999)  -0.05
C (-2.3672, -1.0029, -5.0290)  -0.05
C (-1.0472, -0.7260, -5.3400)  -0.01
C (-0.1373, -0.5079, -4.3101)  -0.22
N (-0.5122, -0.5231, -3.0275)  0.07
C (-1.7853, -0.7838, -2.7403)  -0.14
C (1.3144, -0.2434, -4.5914)  -0.27
C (1.8694, -0.4614, -5.8486)  -0.04
C (3.2123, -0.1893, -6.0500)  -0.06
C (3.9742, 0.2790, -4.9929)  -0.05
C (3.3433, 0.4374, -3.7701)  -0.17
N (2.0551, 0.1845, -3.5695)  -0.04
H (-3.7675, -1.2679, -3.4082)  0.11
H (-3.0868, -1.1810, -5.8173)  0.11
H (-0.7410, -0.6706, -6.3744)  0.10
H (-2.0424, -0.8012, -1.6840)  0.10
H (1.2743, -0.8545, -6.6602)  0.11
H (3.6583, -0.3494, -7.0231)  0.11
H (5.0251, 0.5061, -5.1058)  0.11
H (3.9077, 0.7727, -2.8993)  0.09
N (-0.2679, 2.1920, 2.3933)  0.15
C (1.0165, 2.6561, 2.5169)  -0.44
N (1.2012, 3.7509, 3.2422)  0.18
C (2.4755, 4.1377, 3.3310)  -0.43
N (2.7383, 5.2415, 4.0480)  0.17
N (3.5244, 3.5102, 2.7680)  0.17
C (3.2031, 2.4484, 2.0508)  -0.28
N (1.9738, 1.9692, 1.8756)  0.08
C (4.3458, 1.7149, 1.3934)  -0.21
C (5.6538, 1.9812, 1.7700)  0.00
C (6.6792, 1.2865, 1.1488)  -0.05
C (6.3666, 0.3483, 0.1795)  -0.05
C (5.0284, 0.1414, -0.1203)  -0.15
N (4.0369, 0.8054, 0.4679)  -0.02
H (-0.8971, 2.5433, 3.1001)  0.11
H (-0.3529, 1.1987, 2.2000)  0.06
H (1.9792, 5.7570, 4.4539)  0.11
H (3.6787, 5.5864, 4.0935)  0.11
H (5.8446, 2.7243, 2.5299)  0.11
H (7.7092, 1.4761, 1.4210)  0.11
H (7.1344, -0.2181, -0.3295)  0.11
H (4.7369, -0.6003, -0.8594)  0.10
C (-3.6404, 4.2254, -0.1691)  0.01
C (-2.4185, 4.5051, -0.9597)  -0.33
N (-2.1480, 5.6062, -1.5788)  0.13
N (-0.9204, 5.3757, -2.1449)  0.02
C (-0.4057, 4.1633, -1.9003)  -0.81
S (1.0505, 3.5254, -2.4163)  0.49
N (-1.3907, 3.5941, -1.1295)  -0.09
N (-1.3005, 2.3117, -0.6085)  0.06
H (-4.3045, 5.0829, -0.2338)  0.09
H (-3.3965, 4.0478, 0.8794)  0.09
H (-4.1635, 3.3455, -0.5462)  0.09
H (-0.4702, 6.0876, -2.6919)  0.15
H (-2.0376, 1.7297, -0.9882)  0.09
H (-1.3317, 2.3428, 0.4068)  0.05
O (-8.8697, -2.4681, 4.4881)  -0.35
S (-7.7808, -1.5258, 4.3853)  0.38
O (-7.7469, -0.7507, 3.1607)  -0.37
O (-7.4818, -0.7743, 5.5919)  -0.36
C (-6.2957, -2.5724, 4.2670)  -0.33
N (-6.2841, -3.7540, 4.8910)  0.13
C (-5.1579, -4.4493, 4.8149)  -0.12
C (-4.0329, -4.0063, 4.1354)  -0.01
C (-4.1530, -2.7719, 3.5221)  -0.23
N (-5.2703, -2.0663, 3.5841)  0.15
C (-3.0610, -2.1121, 2.7450)  -0.12
C (-1.7625, -2.5960, 2.6592)  0.00
C (-0.8189, -1.8833, 1.9347)  -0.13
N (-1.0856, -0.7422, 1.2975)  0.02
C (-2.3452, -0.2956, 1.3823)  -0.16
C (-3.3523, -0.9265, 2.0774)  0.02
H (-5.1476, -5.4087, 5.3235)  0.11
H (-3.1345, -4.6056, 4.0952)  0.10
H (-1.4690, -3.5091, 3.1589)  0.11
H (0.2013, -2.2433, 1.8700)  0.09
H (-2.5631, 0.6335, 0.8638)  0.08
H (-4.3567, -0.5261, 2.1338)  0.12
Br (2.6162, -3.3415, -3.8848)  0.82
C (2.5633, -3.9106, -2.0746)  -0.74
C (2.7180, -5.2644, -1.8067)  -0.11
C (2.6865, -5.6585, -0.4825)  -0.06
C (2.5126, -4.6994, 0.5049)  -0.06
C (2.3682, -3.3821, 0.1147)  -0.14
N (2.3823, -2.9825, -1.1621)  0.04
H (2.8557, -5.9719, -2.6106)  0.10
H (2.8006, -6.7033, -0.2242)  0.11
H (2.4899, -4.9664, 1.5521)  0.11
H (2.2379, -2.5985, 0.8530)  0.10

Results
Net charge   0
LUMO   -0.713 eV
Gap between HOMO and LUMO   6.2 eV
Calculated total energy   -5845.395098 hartree
HOMO   -6.932 eV
Energy above the lowest of the compared OMol25 structures with the same formula, charge and spin   41.8 kcal/mol


2.
A structure of composition C35H32N6O2SiW, computed with ωB97M-V with the def2-TZVPD basis set.

Each line ends with the Löwdin charge.
Element x y z (Å)
W (0.3856, -0.0740, 0.0937)  1.85
O (3.5915, 0.8729, -2.1834)  0.18
C (2.9305, 0.2731, -1.3930)  -0.40
N (2.0720, 0.8747, -0.4196)  -0.04
C (2.4421, 2.0970, 0.1389)  -0.18
C (3.6142, 2.8309, -0.0871)  0.02
C (3.7876, 3.9936, 0.6251)  -0.03
C (2.8255, 4.4373, 1.5446)  -0.03
C (1.6759, 3.7217, 1.7794)  0.02
C (1.4935, 2.5300, 1.0655)  -0.18
N (0.4017, 1.6729, 1.0915)  -0.06
C (-0.6846, 1.9330, 1.9704)  -0.40
O (-0.6228, 2.5193, 3.0074)  0.18
C (-1.9335, 1.4034, 1.3703)  -0.18
C (-3.1820, 1.7944, 1.7826)  0.05
C (-4.2759, 1.3642, 1.0405)  0.01
C (-4.0582, 0.5769, -0.0766)  0.00
C (-2.7694, 0.1949, -0.4017)  -0.07
N (-1.7140, 0.5973, 0.3167)  -0.01
C (2.9137, -1.2027, -1.2437)  -0.17
C (3.8617, -2.0201, -1.8139)  0.06
C (3.8366, -3.3690, -1.4834)  0.01
C (2.8813, -3.8181, -0.5861)  0.01
C (1.9494, -2.9285, -0.0775)  -0.07
N (1.9519, -1.6393, -0.4226)  -0.01
H (4.3516, 2.5111, -0.8038)  0.11
H (4.6825, 4.5795, 0.4683)  0.12
H (2.9941, 5.3576, 2.0866)  0.12
H (0.9537, 4.0583, 2.5039)  0.11
H (-3.2735, 2.4403, 2.6448)  0.14
H (-5.2788, 1.6591, 1.3182)  0.14
H (-4.8769, 0.2451, -0.6983)  0.13
H (-2.5750, -0.4187, -1.2667)  0.11
H (4.6020, -1.5908, -2.4746)  0.14
H (4.5658, -4.0509, -1.8992)  0.13
H (2.8514, -4.8511, -0.2701)  0.13
H (1.2024, -3.2449, 0.6336)  0.10
C (-1.3322, -2.8766, 0.8314)  -0.15
N (-0.7847, -1.9577, -0.1984)  -0.11
C (-0.9601, -2.2869, -1.4419)  -0.07
C (-0.5246, -1.3871, -2.4326)  -0.31
C (-0.5711, -1.3410, -3.8107)  0.03
C (-0.0147, -0.0994, -4.1878)  -0.02
C (0.3666, 0.5467, -3.0345)  -0.09
N (0.0520, -0.2152, -1.9386)  -0.14
C (-2.7053, -2.4795, 1.3155)  -0.22
C (-2.8602, -1.7529, 2.4914)  -0.04
C (-4.1293, -1.4273, 2.9516)  -0.07
C (-5.2517, -1.8266, 2.2390)  -0.07
C (-5.1043, -2.5537, 1.0646)  -0.06
C (-3.8363, -2.8792, 0.6076)  -0.04
H (-0.6402, -2.8978, 1.6693)  0.08
H (-1.3747, -3.8763, 0.3929)  0.13
H (-1.4464, -3.2232, -1.7045)  0.16
H (-0.9662, -2.1015, -4.4655)  0.13
H (0.0954, 0.2802, -5.1899)  0.12
H (0.8411, 1.5098, -2.9242)  0.13
H (-1.9837, -1.4577, 3.0591)  0.09
H (-4.2427, -0.8806, 3.8793)  0.12
H (-6.2411, -1.5944, 2.6106)  0.12
H (-5.9774, -2.8894, 0.5208)  0.12
H (-3.7314, -3.4797, -0.2902)  0.12
C (0.1514, -3.6187, 4.8117)  -0.17
Si (0.8326, -1.8879, 4.8791)  0.45
C (2.6105, -1.8155, 5.4074)  -0.17
C (-0.2704, -0.7260, 5.8219)  -0.16
C (0.8020, -1.2606, 3.0973)  -0.09
C (0.7271, -0.8456, 1.9453)  -0.22
H (0.1188, -4.0467, 5.8159)  0.05
H (0.7728, -4.2731, 4.1975)  0.04
H (-0.8675, -3.6359, 4.4179)  0.03
H (2.7022, -2.1680, 6.4370)  0.05
H (2.9942, -0.7953, 5.3679)  0.04
H (3.2438, -2.4471, 4.7830)  0.04
H (-0.2916, -1.0112, 6.8759)  0.05
H (-1.2981, -0.7556, 5.4542)  0.03
H (0.0880, 0.3024, 5.7599)  0.04

Results
Net charge   +2
LUMO   -8.095 eV
Gap between HOMO and LUMO   5.7 eV
Calculated total energy   -2188.113331 hartree
HOMO   -13.771 eV
Energy above the lowest of the compared OMol25 structures with the same formula, charge and spin   0.0 kcal/mol


3.
A cluster of 5 separate species, C35H33BBrFN5O14 in total, computed with ωB97M-V with the def2-TZVPD basis set.

Each line ends with the Löwdin charge.
Element x y z (Å)
C (-1.7796, 0.8960, -4.6828)  -0.10
C (-0.6481, -0.1479, -4.8899)  -0.23
C (-1.0224, -1.5937, -4.4949)  -0.16
N (-1.5405, -1.7539, -3.1142)  0.06
N (-0.6199, -2.2672, -2.2264)  0.03
C (0.5095, -1.7101, -1.6354)  -0.01
C (1.0823, -0.3118, -1.8607)  -0.37
O (2.2443, -0.2347, -2.1509)  0.16
N (0.3026, 0.9011, -1.7839)  0.18
C (0.8663, 1.6516, -0.6711)  -0.48
O (0.6070, 1.3480, 0.4455)  0.17
F (1.6938, 2.6203, -0.9959)  0.20
C (1.1207, -2.5835, -0.7710)  0.03
B (2.4083, -2.2943, 0.1262)  -0.52
N (2.5772, -0.9126, 0.5927)  0.18
O (3.3294, -3.2431, 0.5145)  0.17
N (0.3064, -3.7359, -0.8723)  -0.01
C (0.5464, -4.9518, -0.1023)  -0.04
C (-0.5446, -5.0499, 1.0308)  -0.72
O (-0.9612, -6.0668, 1.4502)  0.10
Br (-1.1626, -3.3006, 1.7008)  0.80
C (-0.6743, -3.5091, -1.7258)  -0.14
C (-1.7138, -4.5768, -2.0624)  -0.06
O (-1.1397, -5.6711, -2.7525)  -0.15
O (-1.5479, -6.8626, -2.1063)  0.01
H (-1.3682, 1.8769, -4.9758)  0.09
H (-2.7074, 0.6760, -5.2272)  0.08
H (-1.9819, 0.9988, -3.5947)  0.05
H (-0.4360, -0.1709, -5.9767)  0.12
H (0.2664, 0.2412, -4.4146)  0.09
H (-1.8031, -1.9713, -5.1778)  0.10
H (-0.1285, -2.2194, -4.6636)  0.13
H (-1.9972, -0.9214, -2.7576)  0.12
H (-0.6586, 0.6339, -1.5875)  0.12
H (2.3758, -0.8988, 1.5962)  0.09
H (3.5404, -0.6342, 0.4186)  0.10
H (3.5020, -3.9127, -0.1630)  0.11
H (1.5393, -4.9697, 0.3650)  0.14
H (0.4333, -5.8683, -0.6952)  0.13
H (-2.1506, -4.9517, -1.1203)  0.14
H (-2.5326, -4.0993, -2.6270)  0.14
H (-0.7445, -7.4080, -2.1122)  0.12
C (-1.7404, -7.5161, -6.1284)  0.03
C (-1.6611, -6.2208, -5.8370)  0.01
C (-2.5786, -5.2359, -6.4526)  -0.37
O (-2.4997, -4.0515, -6.1819)  0.08
C (-3.5911, -5.7437, -7.4055)  0.02
C (-3.6731, -7.0394, -7.6999)  0.03
C (-2.7541, -8.0285, -7.0836)  -0.38
O (-2.8279, -9.2068, -7.3476)  0.13
H (-1.0783, -8.2513, -5.6886)  0.12
H (-0.9312, -5.8267, -5.1442)  0.10
H (-4.2528, -5.0075, -7.8438)  0.12
H (-4.4057, -7.4299, -8.3945)  0.13
C (2.7702, 2.5044, 4.6645)  0.02
C (2.8439, 3.8192, 4.8569)  0.04
C (1.8908, 4.7463, 4.1980)  -0.36
O (1.9627, 5.9439, 4.3741)  0.10
C (0.8544, 4.1553, 3.3200)  0.03
C (0.7825, 2.8413, 3.1303)  0.00
C (1.7327, 1.9138, 3.7872)  -0.37
O (1.6627, 0.7105, 3.6130)  0.08
H (3.4561, 1.8114, 5.1353)  0.12
H (3.5940, 4.2716, 5.4949)  0.13
H (0.1685, 4.8466, 2.8477)  0.12
H (0.0375, 2.3915, 2.4962)  0.08
C (-4.5078, 0.9693, 4.6467)  0.03
C (-3.7300, 2.0450, 4.5207)  0.03
C (-2.8375, 2.2101, 3.3499)  -0.37
O (-2.1191, 3.1774, 3.2141)  0.10
C (-2.8468, 1.1434, 2.3285)  0.02
C (-3.6200, 0.0725, 2.4493)  0.01
C (-4.5140, -0.1041, 3.6194)  -0.38
O (-5.2191, -1.0822, 3.7292)  0.12
H (-5.1655, 0.8274, 5.4946)  0.13
H (-3.7119, 2.8372, 5.2583)  0.13
H (-2.1889, 1.2878, 1.4796)  0.11
H (-3.6314, -0.7139, 1.7042)  0.11
C (5.4112, 10.5318, 6.1250)  0.02
C (5.7319, 9.2754, 6.4244)  0.02
C (4.9229, 8.1371, 5.9267)  -0.38
O (5.2139, 6.9899, 6.2010)  0.09
C (3.7456, 8.4498, 5.0827)  0.02
C (3.4251, 9.7069, 4.7834)  0.03
C (4.2327, 10.8461, 5.2800)  -0.39
O (3.9433, 11.9913, 5.0066)  0.11
H (5.9885, 11.3764, 6.4791)  0.12
H (6.5883, 9.0272, 7.0386)  0.12
H (3.1696, 7.6050, 4.7295)  0.08
H (2.5686, 9.9548, 4.1692)  0.12

Results
Net charge   +1
LUMO   -3.602 eV
Gap between HOMO and LUMO   7.4 eV
Calculated total energy   -5378.968909 hartree
HOMO   -11.044 eV